#one
This record from the OMol25 dataset describes 2 unconnected molecules or ions with the total composition C10H10N2. The level of theory is wB97M-V/def2-TZVPD.

Each line ends with the natural charge from an NBO analysis.
Element x y z (Å)
C1 -2.71110 -0.43098 0.52393  0.019
C2 -2.88215 0.82604 0.06322  -0.261
C3 -1.72530 1.40234 -0.55748  -0.149
C4 -0.76815 0.52193 -0.94595  -0.281
C5 -0.85675 -0.71727 -0.64169  0.016
C6 2.55682 0.00181 -0.87932  0.044
C7 2.50214 1.05546 0.02673  -0.307
C8 1.89797 0.85207 1.27668  -0.181
C9 1.00504 -0.19091 1.39510  -0.258
C10 0.96962 -1.19375 0.31152  0.039
H1 -3.56631 -0.94507 0.94851  0.188
H2 -3.78616 1.49722 0.41652  0.226
H3 -1.75802 2.34635 -1.10938  0.218
H4 -0.07249 0.97261 -1.65353  0.230
H5 -0.11406 -1.55459 -1.14034  0.263
H6 3.23760 0.09699 -1.81354  0.203
H7 3.36774 1.76928 0.07322  0.221
H8 1.77592 1.61614 2.07000  0.224
H9 0.32105 -0.31655 2.29172  0.229
H10 0.43439 -2.19616 0.39780  0.238
N1 -1.75470 -1.20765 0.18896  -0.435
N2 1.78778 -1.08473 -0.74859  -0.486

Properties
HOMO energy: -8.3786 eV
frontier orbital gap: 8.56 eV
spin multiplicity: 1



#two
This record from the OMol25 dataset describes 2 unconnected molecules or ions with the total composition C10H10N2. The level of theory is wB97M-V/def2-TZVPD.

Each line ends with the natural charge from an NBO analysis.
Element x y z (Å)
C1 1.95976 -1.28322 -0.77565  -0.007
C2 1.50463 -0.22683 -1.51638  -0.270
C3 1.70147 1.08178 -0.88018  -0.159
C4 2.45252 1.15726 0.21005  -0.298
C5 2.89657 -0.02716 0.91192  0.037
C6 -2.46754 0.88317 -0.64892  0.041
C7 -2.06508 1.21154 0.62347  -0.280
C8 -1.60994 0.08649 1.33064  -0.129
C9 -1.59535 -1.17472 0.85316  -0.286
C10 -2.26159 -1.39487 -0.25599  0.059
H1 1.95875 -2.22601 -1.32704  0.196
H2 0.77643 -0.20665 -2.46147  0.251
H3 1.55196 2.20199 -1.28376  0.225
H4 2.51265 2.12991 0.59203  0.215
H5 3.14017 0.10371 2.02502  0.201
H6 -2.86207 1.67405 -1.35866  0.196
H7 -2.31987 2.03964 1.10220  0.214
H8 -1.22303 0.25158 2.30296  0.206
H9 -1.37724 -1.98860 1.49274  0.220
H10 -2.56341 -2.53219 -0.34943  0.192
N1 2.51611 -1.34076 0.52619  -0.393
N2 -2.62591 -0.42009 -1.11290  -0.432

Properties
HOMO energy: -9.5935 eV
frontier orbital gap: 10.11 eV
spin multiplicity: 1



#three
This record from the OMol25 dataset describes C10H10N2 in the gas phase. The level of theory is wB97M-V/def2-TZVPD.

Each line ends with the natural charge from an NBO analysis.
Element x y z (Å)
C1 -0.69411 -1.45467 -1.94647  -0.382
C2 -2.81485 -0.31703 -1.26457  -0.137
C3 -3.17157 0.60383 -0.27366  -0.040
C4 -1.02528 0.22654 -0.01216  0.301
C5 0.36005 0.36960 0.44974  -0.117
C6 1.44077 0.37333 -0.32752  -0.173
C7 2.71841 0.47684 0.20447  -0.232
C8 2.90462 0.49099 1.54466  -0.202
C9 1.75774 0.46744 2.29683  -0.193
C10 0.54952 0.39895 1.80472  -0.195
H1 0.18927 -1.81249 -1.11318  0.213
H2 -0.30428 -0.78779 -2.53625  0.202
H3 -1.40825 -2.18509 -2.15148  0.221
H4 -3.25494 -0.70801 -2.03735  0.194
H5 -4.31953 1.00725 0.09620  0.208
H6 1.43819 0.30744 -1.53792  0.205
H7 3.41797 0.55407 -0.54102  0.209
H8 4.16761 0.66758 1.77497  0.230
H9 1.94064 0.39401 3.58865  0.206
H10 -0.28533 0.59284 2.58126  0.251
N1 -1.46666 -0.52224 -1.07362  -0.293
N2 -2.13997 0.85660 0.47369  -0.477

Properties
HOMO energy: -8.0705 eV
frontier orbital gap: 8.81 eV
spin multiplicity: 1



Which one is most stable, and which one is least stable? #two is the most stable of them, while #three is the least stable.



#one
This record from the OMol25 dataset describes 2 unconnected molecules or ions with the total composition C5H15NO. The level of theory is wB97M-V/def2-TZVPD.

Each line ends with the natural charge from an NBO analysis.
Element x y z (Å)
C1 -0.15596 1.07461 3.16341  -0.422
N1 0.61178 1.10758 1.97540  -0.645
C2 0.25108 0.09090 0.98564  -0.216
C3 0.98208 -0.24986 -0.34335  -0.242
C4 0.62075 -1.66215 -0.75581  -0.615
C5 0.78543 0.93622 -1.26919  -0.631
H1 -1.17872 1.67074 3.04687  0.160
H2 0.32880 1.68890 4.06295  0.205
H3 -0.41144 0.00963 3.64365  0.209
H4 0.43537 2.05059 1.54431  0.345
H5 -0.91253 0.25848 1.00174  0.156
H6 0.57759 -0.78544 1.48502  0.190
H7 2.07362 -0.35332 0.12128  0.211
H8 1.16748 -2.07265 -1.61127  0.225
H9 -0.56815 -1.74110 -0.81361  0.209
H10 0.76297 -2.40198 0.13923  0.214
H11 0.80652 1.79781 -0.51931  0.199
H12 -0.21276 1.09594 -1.78292  0.223
H13 1.74514 1.22450 -1.84034  0.224
H14 -3.20561 -0.82779 -4.01325  0.463
H15 -1.79934 -1.30302 -4.11177  0.466
O1 -2.70408 -1.60860 -4.10869  -0.929

Properties
HOMO energy: -8.6427 eV
frontier orbital gap: 9.35 eV
spin multiplicity: 1



#two
This record from the OMol25 dataset describes 2 unconnected molecules or ions with the total composition C5H15NO. The level of theory is wB97M-V/def2-TZVPD.

Each line ends with the natural charge from an NBO analysis.
Element x y z (Å)
C1 1.85988 -0.81732 0.41124  -0.632
C2 0.62546 -0.04616 -0.12033  -0.043
C3 -0.61593 -0.25366 0.78701  -0.220
C4 -1.83960 0.48738 0.21146  -0.599
C5 -0.98367 -1.70924 0.94854  -0.621
N1 0.29248 -0.42643 -1.48862  -0.858
H1 2.55657 -0.97569 -0.39824  0.209
H2 1.74638 -1.79120 0.89507  0.204
H3 2.39860 -0.22241 1.15321  0.207
H4 0.96020 0.98673 -0.03218  0.189
H5 -0.41133 0.24435 1.73989  0.192
H6 -1.62270 1.54846 0.11473  0.193
H7 -2.08152 0.03549 -0.73588  0.222
H8 -2.70250 0.32657 0.86408  0.200
H9 -0.15935 -2.37449 1.20811  0.205
H10 -1.40903 -2.07811 0.01189  0.208
H11 -1.72781 -1.89253 1.72914  0.212
H12 0.54742 -1.38779 -1.66582  0.355
H13 0.74901 0.15069 -2.18351  0.373
H14 0.32977 3.85240 -1.75228  0.475
H15 0.58825 3.12263 -0.39436  0.472
O1 0.89942 3.22033 -1.30316  -0.945

Properties
HOMO energy: -9.0213 eV
frontier orbital gap: 9.82 eV
spin multiplicity: 1



#three
This record from the OMol25 dataset describes 2 unconnected molecules or ions with the total composition C5H15NO. The level of theory is wB97M-V/def2-TZVPD.

Each line ends with the natural charge from an NBO analysis.
Element x y z (Å)
C1 0.12101 -0.87982 -1.40578  -0.407
C2 1.50312 -0.67687 -2.02727  -0.605
C3 0.15102 -0.78013 0.11373  -0.216
N1 0.71008 0.53011 0.52603  -0.444
C4 -0.07918 1.67920 0.12966  -0.417
C5 1.01890 0.58749 1.94584  -0.412
H1 -0.30909 -1.78404 -1.70543  0.206
H2 -0.56557 -0.09975 -1.72763  0.192
H3 1.70056 0.39311 -2.01689  0.209
H4 2.30081 -1.17110 -1.47599  0.206
H5 1.50421 -0.95745 -3.07537  0.204
H6 0.83183 -1.50578 0.56110  0.185
H7 -0.81297 -0.83170 0.62049  0.190
H8 0.39148 2.57582 0.53629  0.199
H9 -1.10821 1.64901 0.49609  0.156
H10 -0.09675 1.76241 -0.95509  0.195
H11 1.57962 -0.30429 2.21192  0.200
H12 1.70648 1.42930 2.07330  0.193
H13 0.18104 0.81505 2.61939  0.161
H14 -3.59927 -0.88247 1.61644  0.466
H15 -3.79009 -0.43130 0.21388  0.467
O1 -3.33902 -1.11681 0.72528  -0.930

Properties
HOMO energy: -8.0875 eV
frontier orbital gap: 8.83 eV
spin multiplicity: 1



#four
This record from the OMol25 dataset describes 2 unconnected molecules or ions with the total composition C5H15NO. The level of theory is wB97M-V/def2-TZVPD.

Each line ends with the natural charge from an NBO analysis.
Element x y z (Å)
C1 1.44065 0.80572 -1.88005  -0.427
N1 0.23476 0.67552 -1.06961  -0.628
C2 -0.56291 -1.60761 1.85410  -0.614
C3 -0.76398 -0.60948 0.69489  -0.429
C4 0.57324 -0.18222 0.08618  -0.070
C5 1.49312 -1.33672 -0.11077  -0.643
H1 1.22954 1.11277 -2.93000  0.204
H2 1.98376 -0.10281 -2.10084  0.174
H3 2.23412 1.45937 -1.33784  0.190
H4 -0.47916 0.13044 -1.61600  0.346
H5 -0.21268 -2.57556 1.63810  0.196
H6 -1.58243 -1.83238 2.23312  0.209
H7 0.03896 -1.22212 2.74349  0.202
H8 -1.57126 -1.05991 0.02943  0.202
H9 -1.24780 0.28644 1.20294  0.250
H10 1.04597 0.63916 0.79271  0.186
H11 2.58014 -0.85324 -0.45319  0.202
H12 1.69600 -2.03815 0.69198  0.235
H13 1.30553 -1.98111 -0.97175  0.211
H14 -1.59389 2.60903 0.81126  0.464
H15 -1.88863 1.99259 -0.47907  0.477
O1 -2.28278 2.03608 0.42085  -0.936

Properties
HOMO energy: -9.3863 eV
frontier orbital gap: 10.30 eV
spin multiplicity: 1



Which one is most stable, and which one is least stable? #two is the most stable of them, while #one is the least stable.



#one
This record from the OMol25 dataset describes 2 unconnected molecules or ions with the total composition C5H15NO. The level of theory is wB97M-V/def2-TZVPD.

Each line ends with the natural charge from an NBO analysis.
Element x y z (Å)
C1 0.41768 -0.47438 -0.43809  -0.410
C2 -0.62858 -1.34416 0.35541  -0.625
C3 0.45720 1.04863 -0.24233  -0.221
N1 -0.91153 1.55723 -0.55091  -0.481
C4 -1.42187 0.91199 -1.72556  -0.454
C5 -1.33638 2.86670 -0.23355  -0.391
H1 1.54389 -0.74428 -0.18078  0.206
H2 0.11008 -0.82012 -1.51917  0.219
H3 -1.48159 -0.78790 0.15383  0.219
H4 -0.23810 -1.62959 1.38457  0.207
H5 -0.70332 -2.32617 -0.08500  0.206
H6 0.78464 1.39201 0.75967  0.200
H7 1.06781 1.51175 -1.02412  0.173
H8 -2.30010 1.67598 -1.86930  0.200
H9 -0.83026 0.98842 -2.64794  0.193
H10 -2.15465 0.06287 -1.51580  0.206
H11 -2.41217 2.96319 -0.36913  0.202
H12 -0.73740 3.74261 -0.73816  0.151
H13 -1.15914 2.87349 0.84929  0.199
H14 4.62248 -4.04804 3.28597  0.466
H15 3.23795 -4.58618 3.32883  0.461
O1 4.07338 -4.83405 3.02224  -0.927

Properties
HOMO energy: -8.0022 eV
frontier orbital gap: 8.74 eV
spin multiplicity: 1



#two
This record from the OMol25 dataset describes 2 unconnected molecules or ions with the total composition C5H15NO. The level of theory is wB97M-V/def2-TZVPD.

Each line ends with the natural charge from an NBO analysis.
Element x y z (Å)
C1 -1.55195 -1.13471 -0.08504  -0.647
C2 -0.83851 -0.71802 -1.39501  -0.209
N1 -0.03370 0.52161 -1.23532  -0.462
C3 1.36218 0.50914 -0.97885  -0.196
C4 1.87194 -0.27022 0.29406  -0.651
C5 -0.85477 1.59876 -0.66981  -0.410
H1 -1.23105 -0.56802 0.78234  0.224
H2 -2.58222 -0.74565 -0.13924  0.196
H3 -1.57645 -2.21105 0.04973  0.217
H4 -1.47298 -0.59769 -2.27781  0.191
H5 -0.07368 -1.46516 -1.57926  0.190
H6 1.74508 1.52036 -0.83935  0.192
H7 1.90351 0.02714 -1.79775  0.180
H8 2.85730 0.04028 0.63148  0.203
H9 1.81146 -1.34822 0.12673  0.198
H10 1.18268 -0.03166 1.11939  0.220
H11 -0.38622 2.51846 -1.03767  0.196
H12 -0.80735 1.61408 0.43296  0.161
H13 -1.89080 1.52096 -0.94631  0.199
H14 0.78654 -0.05014 3.53324  0.473
H15 -0.72814 0.07894 3.33006  0.471
O1 0.04001 -0.42819 3.04707  -0.937

Properties
HOMO energy: -7.5792 eV
frontier orbital gap: 8.28 eV
spin multiplicity: 1



#three
This record from the OMol25 dataset describes 2 unconnected molecules or ions with the total composition C5H15NO. The level of theory is wB97M-V/def2-TZVPD.

Each line ends with the natural charge from an NBO analysis.
Element x y z (Å)
C1 -0.54095 -1.26828 2.11357  -0.425
N1 0.63711 -0.85122 1.22663  -0.665
C2 2.54248 0.80633 -0.55786  -0.619
C3 1.12494 0.51812 -0.83406  -0.413
C4 0.53133 -0.86169 -0.37666  -0.034
C5 -0.77011 -0.92753 -1.13270  -0.629
H1 -0.41343 -1.43072 3.14862  0.209
H2 -1.20667 -0.43323 2.19439  0.184
H3 -1.04123 -2.10288 1.57421  0.172
H4 1.41631 -1.64225 1.52742  0.348
H5 3.21914 -0.13369 -0.69437  0.208
H6 2.90158 1.79678 -1.10576  0.211
H7 2.69141 1.14009 0.45702  0.221
H8 0.74094 0.72617 -1.91714  0.200
H9 0.47555 1.24197 -0.30196  0.205
H10 1.02176 -1.90115 -0.60770  0.190
H11 -1.43345 -1.71386 -0.84326  0.211
H12 -0.57090 -1.04270 -2.19393  0.223
H13 -1.31824 0.03468 -0.99770  0.202
H14 -3.80461 2.54616 0.34642  0.462
H15 -2.62574 2.86915 -0.43812  0.463
O1 -3.57722 2.62976 -0.58707  -0.924

Properties
HOMO energy: -8.6892 eV
frontier orbital gap: 9.38 eV
spin multiplicity: 1



#four
This record from the OMol25 dataset describes 2 unconnected molecules or ions with the total composition C5H15NO. The level of theory is wB97M-V/def2-TZVPD.

Each line ends with the natural charge from an NBO analysis.
Element x y z (Å)
C1 0.15208 2.90414 -2.06951  -0.626
C2 -0.57498 2.37858 -0.86687  -0.397
C3 -0.83864 0.85588 -0.78648  -0.379
C4 0.49120 0.04401 -0.70468  -0.413
C5 0.16462 -1.32190 -0.05220  -0.214
N1 -0.72311 -2.09797 -0.85246  -0.855
H1 1.15734 2.51558 -2.30817  0.204
H2 0.18318 3.96792 -2.28929  0.216
H3 -0.31300 2.46084 -2.97709  0.197
H4 -0.04841 2.70229 0.03422  0.188
H5 -1.57074 2.83689 -0.86138  0.199
H6 -1.43227 0.57832 -1.65503  0.205
H7 -1.37390 0.75013 0.15794  0.193
H8 1.09962 0.68389 -0.04863  0.196
H9 0.97168 0.06510 -1.68088  0.202
H10 -0.35554 -1.10168 0.88913  0.180
H11 1.08570 -1.79110 0.35891  0.169
H12 -1.42894 -2.54868 -0.29476  0.369
H13 -0.25404 -2.67267 -1.53335  0.366
H14 0.71150 -1.68094 5.08001  0.469
H15 0.58593 -2.91109 4.19133  0.467
O1 1.20058 -2.25034 4.47849  -0.935

Properties
HOMO energy: -8.9988 eV
frontier orbital gap: 9.77 eV
spin multiplicity: 1



Which one is most stable, and which one is least stable? #four is the most stable of them, while #one is the least stable.



#one
This record from the OMol25 dataset describes 2 unconnected molecules or ions with the total composition C5H15NO. The level of theory is wB97M-V/def2-TZVPD.

Each line ends with the natural charge from an NBO analysis.
Element x y z (Å)
C1 -1.72254 -0.69746 0.43196  -0.420
N1 -1.11710 0.35048 -0.38682  -0.616
C2 0.10575 0.03758 -1.10278  -0.208
C3 1.15028 -0.83499 -0.40171  -0.252
C4 2.45342 -0.05141 -0.16588  -0.594
C5 1.39252 -2.14127 -1.15195  -0.606
H1 -1.11929 -1.01661 1.28582  0.166
H2 -2.68437 -0.32777 0.78294  0.205
H3 -1.87342 -1.56859 -0.19073  0.195
H4 -0.91839 1.19245 0.14938  0.332
H5 -0.14415 -0.43004 -2.05959  0.179
H6 0.55313 1.00676 -1.33960  0.191
H7 0.76879 -1.04294 0.59528  0.195
H8 3.06087 -0.52152 0.60034  0.209
H9 3.04893 -0.03895 -1.08905  0.198
H10 2.20785 0.97858 0.06304  0.202
H11 1.72359 -2.95144 -0.47932  0.209
H12 0.49912 -2.54118 -1.61386  0.207
H13 2.17596 -2.00890 -1.87991  0.205
H14 -2.55418 3.16963 1.64419  0.472
H15 -1.36107 2.25844 1.99367  0.463
O1 -1.93384 2.94855 2.34554  -0.933

Properties
HOMO energy: -8.8487 eV
frontier orbital gap: 9.61 eV
spin multiplicity: 1



#two
This record from the OMol25 dataset describes 2 unconnected molecules or ions with the total composition C5H15NO. The level of theory is wB97M-V/def2-TZVPD.

Each line ends with the natural charge from an NBO analysis.
Element x y z (Å)
C1 1.46724 0.25556 2.00623  -0.410
N1 0.26961 0.62906 1.29208  -0.453
C2 -0.10671 1.95574 1.75577  -0.411
C3 0.35288 -1.22358 -0.33486  -0.618
C4 0.17945 0.27815 -0.13261  -0.032
C5 -1.07937 0.84960 -0.77589  -0.615
H1 1.95154 -0.63440 1.60593  0.199
H2 2.25910 1.03902 2.00673  0.157
H3 1.30146 0.10956 3.07631  0.196
H4 0.75018 2.63420 1.89499  0.165
H5 -0.55636 1.95894 2.75475  0.192
H6 -0.87447 2.35062 1.09204  0.203
H7 0.98693 -1.48295 -1.18984  0.207
H8 -0.61406 -1.62600 -0.65859  0.218
H9 0.80864 -1.70552 0.52116  0.216
H10 1.06751 0.69500 -0.63096  0.148
H11 -0.98729 0.60236 -1.83854  0.214
H12 -1.99711 0.46243 -0.34407  0.217
H13 -0.99538 1.92923 -0.75274  0.208
H14 -1.97672 -3.54720 -3.81002  0.468
H15 -0.90638 -2.49625 -4.11955  0.470
O1 -1.30070 -3.03357 -3.41834  -0.937

Properties
HOMO energy: -7.9173 eV
frontier orbital gap: 8.73 eV
spin multiplicity: 1



Which one is most stable, and which one is least stable? #one is the most stable of them, while #two is the least stable.